Molecular formula: C5H13N2
Method: DFT, ωB97M-V/def2-TZVPD

As for the calculated total energy: -307.581983 Eh. Its SMILES is CCCCNC=[NH2+]. The value obtained for the HOMO-LUMO gap is 11.35 eV. Its total charge is +1. The energy above the lowest of the compared OMol25 structures with the same formula, charge and spin is 1.078 eV.

Last column: Löwdin charge in e.
CARTESIAN COORDINATES (ANGSTROEM)
C 1.49284 2.31928 0.59669  -0.105
C 1.65649 0.84012 0.21522  -0.252
C 0.42252 0.27084 -0.46301  -0.198
C -0.75345 0.12695 0.51970  -0.120
N -1.23962 -1.25372 0.68570  0.078
C -1.45012 -2.18706 -0.19481  -0.127
N -1.20275 -2.11967 -1.49953  0.186
H 1.26856 2.99096 -0.23844  0.082
H 0.72981 2.44644 1.36479  0.067
H 2.40392 2.70986 1.04762  0.079
H 2.54926 0.74974 -0.41374  0.117
H 1.86785 0.37299 1.18014  0.114
H 0.68483 -0.69229 -0.90287  0.101
H 0.11148 0.92213 -1.27918  0.119
H -0.54259 0.50627 1.51604  0.128
H -1.61866 0.67974 0.15512  0.135
H -1.60273 -1.52018 1.59169  0.167
H -2.08654 -3.02205 0.08767  0.169
H -1.12070 -1.22772 -1.96330  0.127
H -1.57041 -2.91263 -2.00548  0.136



Molecular formula: C5H13N2
Method: DFT, ωB97M-V/def2-TZVPD

As for the calculated total energy: -307.529532 Eh. Its SMILES is C/C(=C\N)CC[NH3+]. The value obtained for the HOMO-LUMO gap is 7.35 eV. Its total charge is +1. The energy above the lowest of the compared OMol25 structures with the same formula, charge and spin is 2.506 eV.

Last column: Löwdin charge in e.
CARTESIAN COORDINATES (ANGSTROEM)
C -1.05782 0.42428 1.50325  -0.069
C 0.20542 0.64785 0.66733  -0.303
C 0.46270 1.89891 0.19502  -0.164
N 0.33166 3.02005 0.97539  0.094
C 0.79600 -0.57756 -0.00905  -0.182
C -0.29026 -1.22416 -0.81711  -0.087
N 0.39371 -2.32072 -1.81169  0.202
H -0.97454 -0.52026 2.05030  0.078
H -2.00030 0.34166 0.94602  0.084
H -1.28303 1.14364 2.29259  0.070
H 0.95388 1.96217 -0.77356  0.121
H 0.26701 3.93923 0.58085  0.098
H -0.18732 2.81351 1.82101  0.091
H 1.66461 -0.24127 -0.56286  0.118
H 1.12419 -1.27191 0.76826  0.128
H -0.88635 -0.61979 -1.50986  0.138
H -1.05562 -1.82767 -0.33149  0.125
H 0.45857 -1.87982 -2.72620  0.160
H -0.23478 -3.10748 -1.75632  0.149
H 1.31227 -2.60063 -1.50188  0.149



Molecular formula: C5H13N2
Method: DFT, ωB97M-V/def2-TZVPD

As for the calculated total energy: -307.570974 Eh. Its SMILES is C=C(N)C[C@@H](C)[NH3+]. The value obtained for the HOMO-LUMO gap is 9.34 eV. Its total charge is +1. The energy above the lowest of the compared OMol25 structures with the same formula, charge and spin is 1.378 eV.

Last column: Löwdin charge in e.
CARTESIAN COORDINATES (ANGSTROEM)
C 1.63602 -0.02443 -1.42871  0.008
C 1.30331 0.48783 -0.22165  -0.411
N 2.06234 0.22342 0.89048  0.122
C -0.12114 0.92896 0.04158  -0.113
C -0.95947 -0.25440 0.47709  -0.336
C -2.36731 0.10351 0.93199  -0.027
N -1.02424 -1.22378 -0.69350  0.215
H 1.15567 0.39080 -2.31052  0.075
H 2.62617 -0.41759 -1.60550  0.070
H 2.11768 0.86617 1.66165  0.111
H 2.88425 -0.34647 0.77815  0.108
H -0.14676 1.75450 0.75764  0.140
H -0.45283 1.39163 -0.89808  0.136
H -0.47733 -0.82644 1.26387  0.150
H -2.78050 0.89178 0.31491  0.092
H -3.02690 -0.75718 0.88013  0.088
H -2.33050 0.45381 1.96409  0.103
H -1.26536 -2.14180 -0.33106  0.171
H -0.09778 -1.15871 -1.18829  0.126
H -1.75926 -0.89702 -1.32009  0.170



Molecular formula: C5H13N2
Method: DFT, ωB97M-V/def2-TZVPD

As for the calculated total energy: -307.528215 Eh. The value obtained for the HOMO-LUMO gap is 11.10 eV. Its total charge is +1. The energy above the lowest of the compared OMol25 structures with the same formula, charge and spin is 2.541 eV.

Last column: Löwdin charge in e.
CARTESIAN COORDINATES (ANGSTROEM)
C 0.14114 1.76214 2.11581  -0.118
C -2.00653 2.24075 1.34959  0.000
N -0.88373 1.64769 1.06160  -0.125
H 0.14117 0.83830 2.74141  0.101
H 0.01817 2.67570 2.74908  0.095
H 1.07783 1.86999 1.63662  0.053
H -2.81709 2.30587 0.60366  0.079
H -2.21854 2.72943 2.32190  0.096
C 1.46259 -3.01082 -0.98882  -0.084
C 0.40276 -1.97030 -1.17731  -0.126
C 0.70307 -0.67939 -1.24023  -0.103
N -0.35955 0.33694 -1.38251  0.164
H 2.46987 -2.56045 -0.88920  0.093
H 1.23168 -3.75554 -0.15034  0.117
H 1.43732 -3.64746 -1.84738  0.070
H -0.61369 -2.37117 -1.40909  0.136
H 1.70148 -0.22519 -1.23322  0.139
H -1.27315 -0.09920 -1.58493  0.172
H -0.41540 0.92933 -0.52821  0.081
H -0.19941 0.98336 -2.14843  0.162



Molecular formula: C5H13N2
Method: DFT, ωB97M-V/def2-TZVPD

As for the calculated total energy: -307.548448 Eh. Its SMILES is C=C([NH3+])C[C@@H](C)N. The value obtained for the HOMO-LUMO gap is 9.70 eV. Its total charge is +1. The energy above the lowest of the compared OMol25 structures with the same formula, charge and spin is 1.991 eV.

Last column: Löwdin charge in e.
CARTESIAN COORDINATES (ANGSTROEM)
C 0.32169 -2.28983 1.03083  0.128
C 0.61970 -1.03522 0.78283  -0.290
N 2.06402 -0.71190 0.47613  0.243
C -0.22064 0.18811 0.74255  -0.128
C -0.40257 0.82260 -0.65753  -0.441
C -1.78228 0.48949 -1.25192  -0.039
N -0.10505 2.24627 -0.52156  0.030
H 1.00954 -3.13066 1.05159  0.090
H -0.70033 -2.55227 1.26449  0.095
H 2.12379 -0.15278 -0.38262  0.165
H 2.67303 -1.52993 0.42113  0.173
H 2.43425 -0.12242 1.23114  0.182
H 0.22607 0.92939 1.41151  0.126
H -1.17168 -0.06554 1.20482  0.131
H 0.35091 0.37741 -1.31016  0.118
H -1.71831 0.29143 -2.31996  0.080
H -2.48534 1.30607 -1.12455  0.084
H -2.16459 -0.44022 -0.81073  0.080
H -0.31890 2.73064 -1.38999  0.087
H -0.75329 2.64938 0.15201  0.086



Molecular formula: C5H13N2
Method: DFT, ωB97M-V/def2-TZVPD

As for the calculated total energy: -307.510318 Eh. Its SMILES is C=C(CC[NH3+])NC. The value obtained for the HOMO-LUMO gap is 9.51 eV. Its total charge is +1. The energy above the lowest of the compared OMol25 structures with the same formula, charge and spin is 3.028 eV.

Last column: Löwdin charge in e.
CARTESIAN COORDINATES (ANGSTROEM)
C -1.54160 -1.17147 1.13496  0.092
C -0.66002 -0.47871 0.42031  -0.382
C -0.51243 1.01807 0.62580  -0.139
C -0.07412 1.95069 -0.49581  -0.163
N 0.57768 1.38457 -1.68933  0.181
N 0.45420 -1.06954 -0.26926  -0.095
C 1.32894 -1.82374 0.65769  -0.095
H -1.47939 -2.22546 1.40074  0.085
H -2.44898 -0.68144 1.46686  0.074
H 0.18256 1.18003 1.46785  0.130
H -1.44125 1.41399 1.08914  0.134
H 0.33740 2.88211 -0.07433  0.142
H -1.00084 2.48561 -0.88238  0.147
H 0.19929 0.47174 -1.97508  0.158
H 0.28990 1.96187 -2.49141  0.174
H 1.59799 1.45406 -1.73756  0.181
H 0.12058 -1.68791 -1.00050  0.113
H 1.10178 -2.89575 0.64656  0.084
H 1.25652 -1.50162 1.72637  0.104
H 2.37909 -1.67836 0.38174  0.073



Molecular formula: C5H13N2
Method: DFT, ωB97M-V/def2-TZVPD

As for the calculated total energy: -307.530567 Eh. Its SMILES is C=C(N)C[C@H](C)[NH3+]. The value obtained for the HOMO-LUMO gap is 8.92 eV. Its total charge is +1. The energy above the lowest of the compared OMol25 structures with the same formula, charge and spin is 2.477 eV.

Last column: Löwdin charge in e.
CARTESIAN COORDINATES (ANGSTROEM)
C 0.05088 1.95279 0.77998  0.065
C -0.13952 0.64428 1.05420  -0.460
N -1.14578 0.14608 1.86498  0.110
C 0.83835 -0.36988 0.53185  -0.122
C 0.46597 -0.97115 -0.81957  -0.292
C 1.24533 -0.35504 -1.97036  -0.040
N -1.05509 -0.80453 -1.04613  0.222
H 1.08518 2.21916 0.60905  0.070
H -0.76762 2.65956 0.77680  0.067
H -1.12429 -0.81934 2.13779  0.107
H -1.59403 0.87469 2.39405  0.116
H 0.91041 -1.15980 1.28854  0.124
H 1.87120 -0.02880 0.55963  0.137
H 0.65342 -2.04163 -0.90030  0.148
H 1.65910 0.62822 -1.72596  0.091
H 0.73129 -0.20750 -2.91392  0.086
H 2.15688 -0.89742 -2.21618  0.098
H -1.47320 -0.52181 -0.14787  0.131
H -1.18155 0.04785 -1.60857  0.165
H -1.29312 -1.49357 -1.75581  0.177



Molecular formula: C5H13N2
Method: DFT, ωB97M-V/def2-TZVPD

As for the calculated total energy: -307.237029 Eh. The value obtained for the HOMO-LUMO gap is 5.53 eV. Its total charge is +1. The energy above the lowest of the compared OMol25 structures with the same formula, charge and spin is 10.465 eV.

Last column: Löwdin charge in e.
CARTESIAN COORDINATES (ANGSTROEM)
C 0.62758 -0.50926 -1.77666  -0.142
C 1.40570 -0.55772 -0.50717  -0.242
C 1.18562 0.71632 0.52114  -0.180
C 0.08107 1.68111 0.14300  -0.273
N -0.88076 -1.78279 1.48781  0.223
C -1.70366 -0.89514 0.95247  -0.069
N -1.16261 0.93042 0.06836  0.135
H 0.55237 0.52044 -2.35201  0.109
H -0.47750 -0.54675 -1.52138  0.050
H 1.06169 -1.29947 -2.43845  0.099
H 2.49685 -0.66848 -0.70867  0.122
H 0.95892 -1.38517 0.00328  0.053
H 2.14989 1.26536 0.56856  0.114
H 0.94659 0.10340 1.51107  0.134
H 0.26954 2.60565 0.92677  0.170
H 0.22272 2.25013 -0.95624  0.218
H -2.55216 -0.39849 1.53124  0.130
H -1.51093 -2.44478 1.98447  0.126
H -1.89993 -1.07604 -0.09973  0.133
H -1.77099 1.49127 0.66215  0.091



Molecular formula: C5H13N2O
Method: DFT, ωB97M-V/def2-TZVPD

As for the calculated total energy: -383.005245 Eh. Its SMILES is CNC[C@H](N)CC[O-]. The value obtained for the HOMO-LUMO gap is 6.29 eV. Its total charge is -1. The energy above the lowest of the compared OMol25 structures with the same formula, charge and spin is 1.595 eV.

Last column: Löwdin charge in e.
CARTESIAN COORDINATES (ANGSTROEM)
C -0.70149 -1.12332 2.56514  -0.186
N 0.49888 -0.69665 1.90203  -0.132
C 0.45762 0.58126 1.12826  -0.231
C 0.73172 0.41811 -0.38732  -0.442
N 0.76635 1.78401 -0.85204  0.014
C -0.39989 -0.45668 -1.02095  -0.140
C -0.47966 -0.11674 -2.63835  -0.508
O -0.84131 1.13035 -2.93135  -0.365
H -0.59471 -1.47426 3.60897  0.055
H -1.27104 -1.93407 2.07383  0.065
H -1.44315 -0.33443 2.62207  0.061
H 0.92470 -1.42394 1.34962  0.079
H 1.24438 1.12237 1.65703  0.087
H -0.44515 1.16950 1.27187  0.100
H 1.72620 -0.12093 -0.41939  0.128
H 1.63034 2.30801 -0.81394  0.051
H 0.40366 1.86511 -1.82323  0.038
H -1.30799 -0.05937 -0.56295  0.097
H -0.09399 -1.48543 -0.79831  0.082
H -1.33671 -0.81171 -2.89906  0.071
H 0.53126 -0.34118 -3.03194  0.075



Molecular formula: C5H13N2O
Method: DFT, ωB97M-V/def2-TZVPD

The expectation value of S² is 0.75. As for the calculated total energy: -382.878528 Eh. The value obtained for the HOMO-LUMO gap (spin up / spin down) is 2.76 / 6.84 eV. The spin multiplicity is 2. Its total charge is -2. The energy above the lowest of the compared OMol25 structures with the same formula, charge and spin is 0.512 eV.

Last column: Löwdin charge in e.
CARTESIAN COORDINATES (ANGSTROEM)
C 0.11065 1.81482 -0.17012  -0.320
N -0.77337 1.83205 0.99369  -0.089
C -0.53270 0.78445 2.04722  -0.556
O 0.74664 0.64275 2.46700  -0.382
C 0.05589 0.53126 -0.99978  -0.370
C 0.97435 -0.62216 -0.52052  -0.260
C 0.29133 -1.98167 -0.35468  -0.418
N -0.60035 -2.40722 -1.41339  -0.106
H -0.28250 2.57423 -0.81355  0.054
H 1.15791 2.04068 0.07298  0.094
H -0.61465 2.67017 1.52554  0.052
H -0.89481 -0.17353 1.61259  0.064
H -1.19566 1.12996 2.86747  0.058
H -0.98913 0.21316 -1.06821  0.055
H 0.23410 0.75983 -2.06105  -0.017
H 1.70610 -0.72312 -1.33257  0.038
H 1.40752 -0.30419 0.42910  0.077
H 1.07963 -2.71950 -0.15728  0.066
H -0.26044 -2.00200 0.58987  0.080
H -0.18320 -2.21216 -2.32623  -0.086
H -1.43730 -1.84782 -1.38807  -0.037